Density functional theory data (ωB97M-V/def2-TZVPD) for C53H46BrN9O3S2Sr as an isolated structure.

Properties
lowest unoccupied orbital energy: 0.06 eV
HOMO energy: -6.41 eV
largest force on an atom: 0.6 eV/Å
energy: -167814.5951 eV
charge: 0
frontier orbital gap: 6.46 eV

Last column: Mulliken charge in e.
Positions of all 115 atoms, in Å:
Sr  1.904  -0.448  -0.048  0.782
C  -0.739  1.604  -3.608  -1.624
C  -0.344  0.782  -4.710  -1.029
C  0.601  -0.165  -4.561  -1.309
C  1.385  -0.231  -3.254  1.757
N  0.599  0.242  -2.117  1.699
C  -0.299  1.193  -2.371  -0.352
C  1.763  -1.722  -3.029  -0.436
C  2.306  -2.520  -4.036  -0.609
C  2.461  -3.873  -3.806  -1.445
C  2.065  -4.424  -2.596  -1.148
C  1.565  -3.572  -1.627  0.874
N  1.445  -2.263  -1.858  0.907
C  1.116  -4.037  -0.277  0.381
C  1.432  -5.301  0.202  -1.390
C  1.028  -5.662  1.474  -0.729
C  0.306  -4.756  2.231  -0.941
C  0.019  -3.524  1.668  -0.460
N  0.409  -3.160  0.450  0.560
H  -1.494  2.370  -3.713  0.416
H  -0.857  0.870  -5.662  0.413
H  0.839  -0.849  -5.364  0.298
H  -0.742  1.646  -1.480  0.289
H  2.570  -2.109  -4.997  0.401
H  2.868  -4.510  -4.582  0.436
H  2.140  -5.489  -2.428  0.431
H  2.031  -5.977  -0.390  0.371
H  1.290  -6.632  1.874  0.417
H  -0.026  -4.985  3.235  0.497
H  -0.552  -2.794  2.232  0.693
S  3.667  -2.681  1.189  -0.282
C  4.707  -2.162  -0.094  0.148
C  5.760  -2.986  -0.553  -0.999
C  6.612  -2.529  -1.529  -0.403
C  6.422  -1.255  -2.069  -0.965
C  5.355  -0.520  -1.606  -0.572
N  4.507  -0.948  -0.657  0.492
H  5.881  -3.963  -0.107  0.499
H  7.428  -3.155  -1.872  0.380
H  7.075  -0.851  -2.831  0.458
H  5.155  0.467  -2.004  0.654
C  4.194  0.524  2.541  -1.245
O  2.779  0.374  2.387  0.497
C  2.096  -0.239  3.396  0.145
C  2.685  -0.723  4.542  -0.395
C  1.868  -1.269  5.525  -0.633
Br  2.672  -1.952  7.098  -0.213
C  0.507  -1.314  5.384  -1.002
C  -0.102  -0.842  4.208  0.702
C  0.707  -0.338  3.197  1.099
O  0.306  0.143  1.975  0.215
C  -1.581  -0.855  4.212  0.045
N  -2.267  -0.790  5.323  -0.792
C  -3.596  -0.796  4.937  0.267
C  -4.755  -0.721  5.711  -0.785
C  -5.969  -0.726  5.053  -0.486
C  -6.046  -0.801  3.652  -0.683
C  -4.911  -0.880  2.868  -0.808
C  -3.693  -0.877  3.544  0.928
N  -2.385  -0.924  3.104  0.664
H  4.414  1.112  3.434  0.409
H  4.533  1.053  1.655  0.147
H  4.671  -0.456  2.583  0.448
H  3.755  -0.693  4.676  0.574
H  -0.128  -1.698  6.169  0.582
H  -0.605  -0.047  1.649  0.216
H  -4.691  -0.658  6.790  0.464
H  -6.886  -0.668  5.625  0.386
H  -7.017  -0.794  3.172  0.441
H  -4.980  -0.926  1.788  0.429
H  -2.118  -1.034  2.135  -0.114
S  4.296  2.633  -3.312  -0.198
C  4.565  1.426  -4.484  -0.459
C  3.620  0.459  -4.411  -1.351
C  2.639  0.668  -3.387  -0.017
C  2.886  1.832  -2.696  1.474
C  2.179  2.634  -1.652  -0.560
C  1.689  3.890  -2.005  -0.268
C  1.132  4.701  -1.032  -0.794
C  1.054  4.238  0.270  -1.044
C  1.541  2.971  0.539  -0.383
N  2.115  2.198  -0.385  0.583
H  5.406  1.478  -5.157  0.491
H  3.608  -0.380  -5.089  0.199
H  1.740  4.209  -3.036  0.528
H  0.758  5.684  -1.292  0.464
H  0.616  4.835  1.060  0.484
H  1.487  2.545  1.536  0.451
C  -2.520  4.318  -0.724  -0.788
C  -3.446  3.513  -1.623  -0.134
N  -4.682  3.093  -0.973  0.272
C  -5.732  4.089  -0.747  -0.804
C  -5.866  4.476  0.719  -1.065
C  -4.949  1.816  -0.618  -0.220
O  -6.035  1.452  -0.190  -0.678
C  -3.826  0.825  -0.727  -0.519
C  -3.704  -0.044  -1.804  -0.164
C  -2.681  -0.970  -1.804  -0.944
C  -1.825  -1.023  -0.716  -0.341
N  -1.951  -0.208  0.339  0.120
C  -2.928  0.708  0.314  -0.543
H  -1.615  4.576  -1.274  0.196
H  -2.227  3.734  0.152  0.194
H  -2.990  5.241  -0.380  0.483
H  -2.924  2.631  -1.990  -0.477
H  -3.716  4.101  -2.504  0.444
H  -6.675  3.678  -1.106  0.421
H  -5.489  4.959  -1.359  0.390
H  -6.126  3.601  1.315  0.290
H  -6.654  5.220  0.844  0.399
H  -4.934  4.896  1.103  0.270
H  -4.398  0.018  -2.634  0.552
H  -2.522  -1.634  -2.642  0.519
H  -1.023  -1.748  -0.672  0.405
H  -3.006  1.356  1.183  1.062


Density functional theory data (ωB97M-V/def2-TZVPD) for C53H46ClGaGeO2Sb2 as an isolated structure.

Properties
lowest unoccupied orbital energy: -1.12 eV
HOMO energy: -7.03 eV
largest force on an atom: 0.2 eV/Å
energy: -194290.3147 eV
charge: 0
frontier orbital gap: 5.92 eV

Last column: Mulliken charge in e.
Positions of all 106 atoms, in Å:
Ga  -0.233  2.920  -0.542  -0.122
C  1.080  -3.229  -1.339  -0.259
C  0.549  -3.155  -2.774  -1.102
C  -0.378  -1.986  -3.119  -1.030
Sb  0.255  0.060  -2.711  0.748
C  0.682  0.587  -4.747  0.741
C  -0.376  0.520  -5.653  -0.634
C  -0.229  0.963  -6.961  -0.902
C  0.986  1.489  -7.378  -0.603
C  2.045  1.567  -6.485  -0.679
C  1.892  1.124  -5.178  -0.583
C  2.252  -0.313  -2.057  0.551
C  3.183  -1.028  -2.808  -0.033
C  4.420  -1.352  -2.270  -0.874
C  4.739  -0.968  -0.973  -0.712
C  3.826  -0.245  -0.221  -0.593
C  2.591  0.084  -0.764  -0.310
Sb  -0.080  -2.211  0.169  0.453
C  -1.640  -3.674  0.228  0.903
C  -1.404  -4.995  0.601  -0.743
C  -2.428  -5.930  0.572  -0.663
C  -3.702  -5.555  0.166  -0.510
C  -3.950  -4.242  -0.205  -0.710
C  -2.923  -3.307  -0.170  -0.496
C  1.061  -3.033  1.785  0.858
C  2.387  -3.428  1.634  -0.796
C  3.101  -3.940  2.712  -0.634
C  2.501  -4.051  3.956  -0.560
C  1.181  -3.653  4.120  -0.761
C  0.469  -3.151  3.041  -0.277
H  2.069  -2.774  -1.275  -0.314
H  1.177  -4.266  -1.016  0.906
H  -0.013  -4.071  -2.983  0.457
H  1.396  -3.158  -3.466  0.405
H  -1.326  -2.097  -2.584  0.288
H  -0.611  -2.001  -4.186  0.759
H  -1.339  0.127  -5.339  0.393
H  -1.062  0.905  -7.650  0.532
H  1.105  1.835  -8.397  0.420
H  2.995  1.977  -6.805  0.407
H  2.725  1.203  -4.490  0.398
H  2.942  -1.345  -3.816  0.470
H  5.134  -1.911  -2.860  0.399
H  5.701  -1.231  -0.552  0.412
H  4.069  0.065  0.789  0.625
H  1.884  0.653  -0.168  -0.171
H  -0.414  -5.297  0.928  0.344
H  -2.234  -6.954  0.867  0.400
H  -4.501  -6.285  0.144  0.385
H  -4.943  -3.944  -0.516  0.407
H  -3.130  -2.276  -0.441  0.520
H  2.881  -3.343  0.674  0.207
H  4.129  -4.250  2.575  0.405
H  3.058  -4.445  4.796  0.396
H  0.705  -3.732  5.090  0.455
H  -0.566  -2.859  3.186  0.206
Cl  -2.973  3.264  -7.187  -0.206
C  -2.088  3.345  -5.697  0.081
C  -0.761  3.806  -5.710  -0.400
C  -0.026  3.858  -4.559  -0.581
C  -0.576  3.452  -3.325  -0.082
O  0.181  3.499  -2.261  -0.431
C  -1.918  2.995  -3.323  1.569
C  -2.572  2.563  -2.138  -0.035
O  -2.083  2.496  -0.992  -0.260
C  -2.661  2.952  -4.527  -0.992
H  -0.320  4.109  -6.650  0.446
H  1.001  4.195  -4.567  0.444
H  -3.617  2.245  -2.233  0.452
H  -3.684  2.597  -4.507  0.486
C  0.429  3.154  1.116  -0.813
Ge  -0.218  2.350  2.709  2.145
C  1.139  1.247  3.597  -0.988
C  1.368  1.326  4.970  -0.504
C  2.311  0.512  5.584  -0.826
C  3.041  -0.397  4.832  -0.789
C  2.827  -0.488  3.464  -0.238
C  1.884  0.328  2.858  1.006
C  -0.795  3.706  4.006  -0.288
C  -0.364  5.025  3.898  -0.693
C  -0.748  5.981  4.828  -0.556
C  -1.578  5.629  5.883  -0.430
C  -2.026  4.321  6.000  -0.683
C  -1.636  3.370  5.067  0.023
C  -1.784  1.208  2.403  -0.254
C  -1.739  -0.161  2.664  -0.263
C  -2.855  -0.966  2.470  -0.285
C  -4.039  -0.409  2.008  -0.671
C  -4.105  0.955  1.758  -0.765
C  -2.988  1.754  1.962  -0.215
H  1.453  3.520  1.126  0.563
H  0.809  2.035  5.569  0.358
H  2.477  0.589  6.651  0.410
H  3.773  -1.036  5.310  0.391
H  3.381  -1.206  2.874  0.702
H  1.716  0.246  1.787  -0.515
H  0.267  5.311  3.063  0.364
H  -0.403  7.003  4.729  0.389
H  -1.881  6.373  6.608  0.371
H  -2.681  4.042  6.816  0.390
H  -2.000  2.352  5.163  0.410
H  -0.820  -0.601  3.037  0.303
H  -2.806  -2.030  2.675  0.383
H  -4.910  -1.034  1.859  0.407
H  -5.033  1.399  1.417  0.441
H  -3.060  2.821  1.778  0.451